ORCA calculation (the ωB97M-V functional and the def2-TZVPD basis) on a 2-piece molecular cluster, C17H34FN4O5S2 overall in a non-equilibrium geometry.

```
! wB97M-V def2-TZVPD RIJCOSX def2/J DEFGRID3
* xyz 1 1
C -1.171 0.140 4.388
C -2.069 -0.684 3.518
C -1.367 -1.502 2.282
C -2.398 -2.774 1.945
N -3.367 -2.321 0.832
C -3.676 -3.669 0.220
C -5.319 -3.757 -0.082
O -6.131 -2.834 0.504
F -5.882 -4.799 -1.020
C -2.548 -1.339 0.025
N -2.710 -0.801 -1.230
C -3.902 -1.179 -2.082
C -3.695 -2.509 -3.017
C -2.135 -2.938 -3.284
S -2.151 -3.938 -4.912
S -1.590 0.377 -1.875
C 0.174 -0.229 -2.065
O -2.009 0.934 -3.290
O -1.688 1.629 -0.918
N -1.347 -0.896 0.886
H -1.050 1.290 4.204
H -0.631 -0.387 5.304
H -3.238 -0.785 3.733
H -0.335 -2.010 2.508
H -1.596 -3.594 1.615
H -3.147 -3.041 2.803
H -3.484 -4.519 1.036
H -3.026 -3.940 -0.715
H -4.816 -1.311 -1.326
H -4.255 -0.307 -2.818
H -4.157 -2.263 -4.089
H -4.259 -3.470 -2.646
H -1.730 -3.705 -2.473
H -1.411 -2.040 -3.487
H -1.175 -4.937 -4.766
H 0.919 0.677 -1.841
H 0.344 -0.501 -3.215
H 0.434 -1.200 -1.461
H -0.410 -1.277 0.554
C 6.281 4.161 -0.009
O 5.807 3.685 1.245
C 4.812 4.531 1.833
C 3.435 3.850 1.804
N 2.905 3.768 0.439
C 1.738 2.892 0.308
C 1.925 1.397 0.648
O 2.766 0.692 -0.267
C 4.157 0.817 -0.006
H 7.151 3.566 -0.292
H 5.520 4.041 -0.784
H 6.585 5.210 0.057
H 4.782 5.524 1.366
H 5.104 4.671 2.878
H 2.737 4.423 2.427
H 3.550 2.856 2.246
H 3.634 3.420 -0.179
H 1.416 2.957 -0.738
H 0.918 3.297 0.914
H 0.939 0.923 0.565
H 2.246 1.233 1.681
H 4.377 0.905 1.062
H 4.563 1.669 -0.554
H 4.657 -0.077 -0.388
*
```

Computed properties:
Orbital gap (eV): 6.032
Electronic energy (Eh): -2158.78169
LUMO energy (eV): -4.77
E_HOMO (eV): -10.80

natural (NBO) atomic charge list, values in e, 8 entries:
1 C -0.311
2 C -0.270
3 C -0.098
4 C -0.258
5 N -0.418
6 C -0.342
7 C 0.830
8 O -0.498

ORCA calculation (the ωB97M-V functional and the def2-TZVPD basis) on a 11-piece molecular cluster, H22O11 overall in a non-equilibrium geometry.

```
! wB97M-V def2-TZVPD RIJCOSX def2/J DEFGRID3
* xyz 0 1
O -0.498 0.732 0.829
H 0.172 0.042 0.770
H -1.155 0.479 0.171
O -3.821 4.663 0.287
H -3.296 5.349 0.714
H -3.806 3.931 0.914
O -0.645 -0.423 -2.496
H -0.235 0.380 -2.157
H -1.397 -0.568 -1.911
O 2.428 -0.265 -2.670
H 1.943 -1.001 -2.280
H 3.259 -0.658 -2.958
O 3.646 2.820 2.200
H 2.800 2.601 2.606
H 3.894 2.016 1.729
O 3.819 -0.921 -0.913
H 4.596 -0.357 -0.834
H 4.155 -1.809 -0.744
O -2.646 -0.741 1.208
H -3.137 -1.355 0.651
H -2.692 0.096 0.731
O 1.086 1.755 -1.537
H 0.240 2.190 -1.692
H 1.437 1.604 -2.422
O -3.847 -2.535 -1.716
H -4.506 -2.707 -2.398
H -3.078 -3.042 -2.001
O -0.720 -1.632 3.027
H -0.893 -1.373 2.115
H -0.224 -0.891 3.391
O 0.725 -2.836 2.697
H 1.447 -3.458 2.553
H 0.947 -2.085 2.135
*
```

Computed properties:
Orbital gap (eV): 8.962
Electronic energy (Eh): -840.69262
LUMO energy (eV): -0.13
Structure (SMILES): O.O.O.O.O.O.O.O.O.O.O
Energy relative to the best compared isomer or geometry (same formula, charge and spin) (kcal per mole): 117.67
E_HOMO (eV): -9.09

natural (NBO) atomic charge list, values in e, 8 entries:
1 O -0.920
2 H 0.469
3 H 0.447
4 O -0.937
5 H 0.470
6 H 0.468
7 O -0.952
8 H 0.477

ORCA calculation (the ωB97M-V functional and the def2-TZVPD basis) on C24H26N3OPd as an isolated structure.

```
! wB97M-V def2-TZVPD RIJCOSX def2/J DEFGRID3
* xyz 3 5
Pd -0.908 0.289 0.102
C 0.403 4.930 0.180
C 0.207 3.586 -0.550
C -0.469 3.781 -1.902
C -0.532 2.671 0.382
C 0.160 2.025 1.436
C -0.500 1.203 2.349
C -1.900 0.980 2.255
C -2.596 0.101 3.242
C -2.598 1.646 1.220
C -1.929 2.444 0.289
H 0.991 5.597 -0.449
H 0.922 4.813 1.131
H -0.560 5.406 0.369
H 1.196 3.142 -0.706
H -1.408 4.329 -1.808
H -0.658 2.833 -2.411
H 0.172 4.379 -2.547
H 1.230 2.167 1.521
H 0.059 0.698 3.126
H -2.159 -0.899 3.257
H -3.661 0.021 3.036
H -2.473 0.509 4.248
H -3.665 1.487 1.127
H -2.488 2.914 -0.508
C -0.300 -4.155 -0.008
C -0.744 -2.750 -0.147
N 0.092 -1.711 -0.111
N 1.362 -1.981 -0.211
C 2.139 -0.869 -0.503
O 1.683 0.224 -0.801
C 3.615 -1.119 -0.544
C 4.448 -0.042 -1.036
C 5.798 -0.198 -1.121
C 6.357 -1.416 -0.710
C 5.529 -2.495 -0.223
C 4.170 -2.337 -0.141
C -2.138 -2.423 -0.432
C -3.090 -3.416 -0.617
C -4.366 -3.068 -1.051
C -4.644 -1.739 -1.292
C -3.649 -0.788 -1.056
N -2.438 -1.111 -0.635
H 0.745 -4.219 0.269
H -0.451 -4.702 -0.943
H -0.908 -4.653 0.752
H 3.968 0.880 -1.338
H 6.439 0.591 -1.489
H 7.431 -1.555 -0.749
H 6.002 -3.424 0.067
H 3.533 -3.134 0.211
H -2.844 -4.454 -0.443
H -5.116 -3.832 -1.207
H -5.612 -1.420 -1.652
H -3.846 0.263 -1.225
*
```

Computed properties:
Orbital gap (spin up / spin down) (eV): 7.691 / 6.104
Electronic energy (Eh): -1296.41278
LUMO energy (spin up / spin down) (eV): -10.11 / -12.99
E_HOMO (spin up / spin down) (eV): -17.80 / -19.09
Expectation value of S²: 6.06

Löwdin atomic charge list, values in e, 8 entries:
1 Pd 1.038
2 C -0.017
3 C -0.379
4 C -0.049
5 C -0.223
6 C -0.039
7 C -0.017
8 C -0.267

ORCA calculation (the ωB97M-V functional and the def2-TZVPD basis) on the molecule C3H4N2O in a non-equilibrium geometry.

```
! wB97M-V def2-TZVPD RIJCOSX def2/J DEFGRID3
* xyz 0 1
O -1.957 0.427 0.435
C -0.671 0.158 0.172
C 0.416 0.943 -0.003
C 1.478 -0.006 -0.141
N 1.073 -1.247 -0.168
N -0.328 -1.193 -0.037
H -2.286 -0.302 0.987
H 0.452 2.016 -0.027
H 2.536 0.221 -0.220
H -0.714 -1.017 -0.997
*
```

Computed properties:
Orbital gap (eV): 10.000
Electronic energy (Eh): -301.39908
LUMO energy (eV): 0.66
Structure (SMILES): Oc1ccn[nH]1
Energy relative to the best compared isomer or geometry (same formula, charge and spin) (kcal per mole): 55.32
E_HOMO (eV): -9.35

natural (NBO) atomic charge list, values in e, 8 entries:
1 O -0.653
2 C 0.456
3 C -0.429
4 C 0.027
5 N -0.279
6 N -0.464
7 H 0.499
8 H 0.239

ORCA calculation (the ωB97M-V functional and the def2-TZVPD basis) on a 2-piece molecular cluster, C4H11NO overall in a non-equilibrium geometry.

```
! wB97M-V def2-TZVPD RIJCOSX def2/J DEFGRID3
* xyz 1 2
C -0.330 0.407 2.525
C -1.216 -0.197 1.517
O -1.742 0.405 0.586
N -1.243 -1.590 1.620
H 0.570 0.835 2.034
H -0.057 -0.198 3.362
H -1.586 -2.192 0.904
H -0.870 -2.028 2.458
H -0.815 1.257 3.020
C 0.555 0.157 -1.639
C 1.343 0.667 -2.840
H -0.453 0.081 -1.936
H 0.723 -0.871 -1.376
H 0.642 0.736 -0.703
H 1.006 0.154 -3.718
H 2.397 0.710 -2.761
H 1.075 1.666 -3.053
*
```

Computed properties:
Orbital gap (spin up / spin down) (eV): 10.306 / 4.496
Electronic energy (Eh): -288.62274
LUMO energy (spin up / spin down) (eV): -4.50 / -10.23
Energy relative to the best compared isomer or geometry (same formula, charge and spin) (kcal per mole): 58.04
E_HOMO (spin up / spin down) (eV): -14.80 / -14.73
Expectation value of S²: 0.79

natural (NBO) atomic charge list, values in e, 8 entries:
1 C -0.756
2 C 0.607
3 O -0.234
4 N -0.360
5 H 0.298
6 H 0.246
7 H 0.439
8 H 0.436

Look up the electronic energy of the fifth one. -288.62274 Eh